This record from the OMol25 dataset describes a 10-piece molecular cluster, C28H81N5O13 overall. The level of theory is ωB97M-V/def2-TZVPD.

Each line ends with the Löwdin charge.
Geometry (Å):
O: -4.278 -2.628 0.142  -0.180
C: 2.536 -4.817 2.448  -0.169
H: -3.166 1.474 1.256  0.080
C: 0.475 -0.593 -0.607  -0.205
H: -2.380 1.514 7.705  0.111
H: -1.386 2.181 -4.592  0.124
C: 0.970 -2.813 -4.040  -0.042
H: 0.358 -5.249 0.678  0.088
H: -3.213 -4.296 -6.625  0.078
H: 1.062 5.489 -2.210  -0.003
C: 1.314 4.703 2.742  -0.078
O: 3.064 0.932 1.557  -0.124
N: 1.781 6.089 -1.832  0.041
C: 1.334 6.509 -0.509  -0.422
C: -0.553 1.908 -3.943  -0.188
C: -2.449 2.658 5.694  -0.183
H: -5.480 -2.228 2.779  0.068
H: -2.132 -4.445 -3.970  0.116
H: 0.268 -3.324 -1.596  0.013
C: -2.899 1.650 2.298  -0.116
H: -0.152 -1.259 1.285  0.112
H: -3.314 -4.385 3.996  0.059
C: 3.654 -0.160 2.243  -0.143
H: 0.022 -0.179 -5.533  0.073
H: 1.463 -2.030 -3.463  0.050
H: -0.465 7.524 -1.304  0.076
H: -3.626 -0.759 -0.364  0.070
H: -0.176 1.300 -6.485  0.083
H: -3.669 2.218 2.819  0.087
C: 3.553 -3.526 4.149  -0.124
C: 1.574 5.409 0.468  -0.249
C: -1.255 -4.083 -4.507  -0.198
O: 1.779 -1.119 -0.522  -0.081
H: 2.306 4.254 2.778  0.089
H: 2.148 0.650 -3.422  0.068
H: 2.315 -0.670 -1.179  0.035
H: 2.913 -5.740 2.006  0.126
H: -0.295 1.376 1.678  0.042
C: 3.936 0.587 -2.814  -0.222
H: -1.426 2.009 4.165  0.008
H: 2.461 -2.986 -0.270  0.031
H: -3.321 2.847 7.691  0.103
C: -1.673 2.920 -1.909  -0.040
C: -0.213 -0.315 0.743  -0.199
H: -4.704 -4.441 1.959  0.138
H: 0.814 4.073 -3.703  0.092
H: 0.964 -2.398 -5.049  0.056
N: -2.869 -4.287 3.095  0.021
H: -1.703 3.754 -1.208  0.061
H: -0.665 3.395 6.945  0.073
H: -2.640 2.994 -2.406  0.085
H: 1.917 -2.909 1.674  0.110
H: -1.085 -2.257 -3.238  0.110
H: 1.105 5.205 3.687  0.087
O: -1.644 2.281 2.405  -0.144
H: -0.886 0.909 -3.664  0.115
H: 2.851 -3.897 4.896  0.085
O: 4.142 1.856 -0.734  -0.071
H: 3.497 1.634 -0.059  0.030
H: -0.785 5.905 -0.731  0.054
O: 0.689 1.578 -4.586  -0.220
H: 1.600 -3.702 -4.022  0.080
H: 2.581 5.477 -1.915  0.067
O: 2.596 0.233 -2.682  -0.081
H: -0.038 -3.706 0.282  0.039
N: 2.633 -3.924 0.062  0.062
H: -4.141 -1.935 3.774  0.070
H: -5.217 -3.249 4.123  0.073
H: 2.617 5.099 0.526  0.126
C: -2.369 2.516 7.276  -0.232
H: -2.573 -3.711 0.653  0.118
H: 1.807 -5.220 3.151  0.121
H: 4.468 -0.168 -0.728  0.112
H: 0.427 2.455 -2.188  0.130
H: -2.763 -2.196 1.598  0.107
H: -1.645 2.062 -1.237  0.062
N: -0.350 -3.856 -2.192  0.032
H: -3.458 2.428 5.351  0.102
H: 3.052 -2.611 3.832  0.061
H: 0.199 -4.696 -2.298  0.070
C: -3.709 -1.744 -0.823  -0.097
C: -2.185 -3.976 -6.798  -0.085
H: 4.115 1.553 -3.286  0.121
H: -0.669 -4.963 -4.770  0.120
H: -1.624 -4.858 -7.108  0.082
H: -0.677 4.471 -3.860  0.100
H: -2.724 -2.077 -1.152  0.066
C: 0.493 0.765 -5.811  -0.042
C: 4.570 0.679 -1.406  -0.221
C: 0.467 -4.243 1.085  -0.081
O: 3.746 -4.393 3.076  -0.180
H: -2.964 0.724 2.869  0.093
C: -0.488 -3.128 -3.507  -0.346
O: 0.379 0.722 1.480  -0.059
H: 4.444 -0.023 -3.560  0.116
O: -1.173 3.127 7.714  -0.065
H: -0.513 7.296 0.363  0.073
H: 4.629 0.012 2.699  0.082
O: -1.529 -3.335 -5.678  -0.206
H: 0.667 3.829 2.680  0.061
H: -1.650 3.180 2.067  0.114
H: 2.994 -0.443 3.063  0.074
H: -1.267 -0.092 0.581  0.099
H: 1.144 4.485 0.081  0.118
H: -2.177 -3.578 3.290  0.061
H: -4.368 -1.764 -1.690  0.091
C: -3.282 -3.017 1.103  -0.186
H: -2.299 -3.274 -7.623  0.081
C: -4.687 -2.756 3.309  -0.079
C: 1.911 -3.939 1.317  -0.451
C: -0.181 6.794 -0.546  -0.060
N: -0.021 4.189 -3.146  0.046
H: -2.140 3.682 5.482  0.115
H: 2.120 0.762 1.591  0.024
C: -3.975 -3.720 2.329  -0.392
H: 5.645 0.796 -1.535  0.115
H: -0.081 -1.206 -1.317  0.098
H: 1.747 7.454 -0.155  0.136
H: 4.529 -3.319 4.588  0.095
O: -1.500 1.715 5.076  -0.091
C: -0.402 2.888 -2.747  -0.433
O: 1.109 5.733 1.756  -0.172
H: 3.917 -1.071 1.706  0.068
H: 1.392 0.580 -6.398  0.091
H: 3.582 -3.924 0.408  0.068
H: -0.103 -4.260 2.014  0.067
H: 0.597 0.381 -1.082  0.104

Forces on the atoms, in the same order (eV/Å):
1.1805 0.1585 0.4184
0.7159 -1.3313 -1.3644
-0.1230 -0.0092 0.0393
0.3050 1.4916 -0.4607
0.3404 -0.6285 -0.8723
0.3557 0.8130 -0.7446
-1.2491 0.7383 -0.0710
0.1996 -0.4878 0.1418
-0.1027 -0.0941 0.7136
-0.4893 0.2514 -0.1150
-0.1514 0.8451 0.0569
1.1230 -0.4906 0.1426
-0.3088 0.3907 -0.6043
-1.0470 0.0142 -0.1628
-0.2480 -1.7213 0.3812
0.9409 -2.0770 1.5715
-0.2957 0.0512 -0.2031
-0.4531 0.0919 -0.1993
0.0327 0.4619 0.0794
-1.3858 0.0004 0.1849
-0.1017 -0.0539 0.4659
0.4517 -0.7086 0.5144
0.2763 -0.5248 0.9875
0.0404 -0.1272 0.0059
-0.0462 -0.1278 0.4469
0.3667 -0.0981 -0.4312
0.0094 0.3377 -0.2703
-0.1896 0.0825 0.0626
-0.1498 0.5020 -0.4018
-0.4244 0.7031 0.1523
0.7495 -1.0064 0.6933
0.3120 1.0536 0.5841
-0.1414 -0.7306 1.3587
0.4119 0.4686 -0.2986
-0.8667 0.0565 -0.1329
-0.0064 0.2239 -0.4034
-0.3149 -0.1839 -0.6621
-0.1588 0.2953 0.3253
1.5302 0.3077 0.6933
0.3235 -0.0275 -0.2977
0.1838 0.2050 -0.5662
0.2312 1.3744 0.1939
0.0971 -0.2204 1.0801
0.2304 -1.4132 -0.8215
0.2837 -0.3434 0.1636
0.6074 0.1701 -0.0630
-0.1849 -0.2697 -0.2577
-0.3778 -1.2449 0.2978
0.5007 0.3387 -0.1724
0.0281 -0.0999 -0.0111
0.1935 -0.3546 -0.5202
0.1070 0.3777 0.6178
0.0226 0.1919 -0.6377
0.1102 -0.1768 0.0660
0.7428 -0.1689 0.1132
-0.4698 -0.1045 1.0633
0.1666 -0.6342 0.2971
0.1577 0.1855 -0.9965
-0.0455 -0.3567 0.5151
0.0901 -0.1614 0.1103
0.4122 0.3714 -1.5693
-0.1811 -0.0893 0.0279
0.6547 0.3125 0.8502
-0.4728 0.2145 -0.4330
0.1983 0.7511 0.4500
0.5899 -0.6653 0.5099
0.8613 -0.2904 -0.1965
0.2143 -0.4833 -0.0158
0.5916 0.4753 0.0149
0.1084 -0.5015 -1.7667
0.1248 0.0217 -0.0461
-0.2872 0.7182 0.4317
-0.4494 -0.4364 -0.3629
-0.0210 0.1156 0.5139
0.2419 0.6484 -0.5555
-0.4155 -0.3853 -0.2051
-0.4553 0.3435 -0.6412
-0.1034 0.2220 -0.0789
0.3342 0.4616 -0.1956
-0.0406 -0.4256 -0.3786
-0.4612 -0.5817 0.3162
0.2675 -0.0658 0.8222
-0.6139 0.6341 0.3676
0.4247 -0.1044 0.1232
0.1587 -0.0047 -0.1589
-0.4756 0.5823 -0.0545
0.2041 -0.1472 0.0393
-0.7690 0.8860 0.9650
0.6041 0.7968 -0.3247
-0.7750 -1.6037 -0.1178
-0.6322 0.1674 -0.3531
0.9072 -0.2216 -0.2521
1.7874 -2.0496 0.1056
0.5899 -0.2416 -0.2674
0.2950 -0.9700 0.5098
-0.4309 0.4619 0.6296
0.1212 -0.4382 0.3184
-0.0374 1.1561 0.0363
-0.8257 0.2447 -0.8306
-0.5582 0.0524 -0.4952
-0.2984 0.1561 -0.1015
-0.0209 -0.1665 0.0829
-0.1160 -0.0967 -0.2363
-0.8356 -0.2254 -0.0794
0.2037 0.3501 -0.3214
-0.0289 0.3297 0.0996
-1.9979 -0.7944 1.0171
0.6203 0.2000 0.1813
-1.5359 0.7377 -1.2111
-0.4397 0.9620 1.5173
-0.1423 0.6073 -0.1766
0.2421 0.7499 -1.1911
-0.2861 0.1587 -0.1977
-0.6463 0.1774 -0.1569
1.0139 1.9793 -0.0691
0.1818 -0.0687 -0.1939
-0.7071 -0.1506 0.3877
0.7048 -0.0935 -0.2015
-0.1707 0.0858 0.0381
-1.0255 1.0691 1.1812
-0.2905 -1.9656 -0.4787
-0.0294 -0.9972 0.7551
-0.7690 -0.0459 -0.9666
0.3844 0.2161 0.7626
0.7240 0.0199 -0.6710
-0.1979 0.3632 -0.0610
-0.3093 0.3054 -0.2370

Output
Spin multiplicity: 1
DFT total energy, hartree: -2367.0410
Strongest force on any atom, eV/Å: 2.8
E_LUMO, Eh: 0.004
SMILES: COC[C@H](C)N.COC[C@H](C)N.COC[C@H](C)N.COC[C@H](C)N.COC[C@H](C)N.OCCO.OCCO.OCCO.CO.CO
Frontier orbital gap, eV: 9.0097